# 1
Formula: C29H56Cl8N6O4PS3
Source: OMol25
Level of theory: wB97M-V/def2-TZVPD

For the molecular weight, the calculation gives 963.60 g mol⁻¹. The HOMO energy is -11.3 eV. As for the orbital gap: 7.7 eV.

```
! wB97M-V def2-TZVPD RIJCOSX def2/J DEFGRID3
* xyz 1 1
C 2.469 -3.867 4.436
O 2.390 -4.947 3.522
C 1.231 -4.775 2.714
C 1.469 -3.936 1.418
C 2.947 -3.831 0.958
C 3.506 -2.362 0.963
C 3.987 -1.872 -0.436
C 3.527 -0.421 -0.733
C 3.769 -0.001 -2.204
C 4.050 1.511 -2.419
C 3.154 2.474 -1.593
C 1.684 2.606 -2.092
C 0.567 1.968 -1.190
C 0.131 0.698 -1.992
C -0.966 -0.187 -1.316
C -0.349 -1.429 -0.599
C -1.288 -2.675 -0.599
S -3.039 -2.267 -0.479
O -3.233 -1.204 0.457
O -3.712 -3.438 -0.003
O -3.672 -1.937 -1.926
C 0.853 1.598 0.260
N 0.829 2.993 0.838
C -0.423 3.426 0.373
N -1.335 4.033 1.076
C -1.118 4.402 2.480
C -1.736 3.441 3.534
C -0.836 3.378 4.816
S -0.744 1.696 5.543
C 0.326 0.747 4.473
S -0.306 -0.548 3.727
N 1.697 1.028 4.264
C 2.333 2.141 3.783
C 3.678 1.919 3.723
N 3.880 0.630 4.218
C 2.742 0.153 4.528
N -0.433 3.070 -0.948
P -1.942 3.114 -1.810
N -3.117 2.618 -0.889
H 3.492 -3.705 4.801
H 2.182 -2.933 3.907
H 1.764 -3.970 5.282
H 0.797 -5.758 2.489
H 0.487 -4.232 3.326
H 1.102 -2.911 1.619
H 0.820 -4.358 0.633
H 2.972 -4.159 -0.097
H 3.641 -4.489 1.491
H 2.794 -1.662 1.434
H 4.388 -2.383 1.625
H 5.086 -1.951 -0.472
H 3.563 -2.516 -1.226
H 4.012 0.276 -0.034
H 2.431 -0.451 -0.590
H 4.669 -0.541 -2.551
H 2.958 -0.303 -2.887
H 3.986 1.766 -3.489
H 5.088 1.709 -2.097
H 3.272 2.209 -0.535
H 3.615 3.471 -1.702
H 1.464 3.667 -2.270
H 1.634 2.123 -3.083
H 1.039 0.084 -2.081
H -0.155 0.957 -3.023
H -1.613 0.399 -0.650
H -1.586 -0.586 -2.139
H -0.067 -1.127 0.419
H 0.570 -1.741 -1.120
H -1.069 -3.249 0.317
H -1.066 -3.354 -1.436
H -3.077 -2.232 -2.635
H 0.059 1.094 0.832
H 1.821 1.175 0.547
H 0.949 2.999 1.844
H -2.220 4.254 0.624
H -0.053 4.548 2.713
H -1.576 5.393 2.615
H -1.968 2.431 3.170
H -2.686 3.886 3.873
H 0.195 3.700 4.610
H -1.219 4.015 5.625
H 1.847 3.069 3.492
H 4.448 2.592 3.366
H 2.459 -0.808 4.951
H -2.209 4.442 -2.156
H -1.903 2.318 -2.956
H -3.577 1.824 -1.328
C -2.044 5.109 -5.610
Cl -3.474 6.046 -5.189
Cl -1.752 3.819 -4.414
H -2.191 4.654 -6.584
H -1.182 5.767 -5.631
C -2.736 -3.806 4.631
Cl -1.883 -2.685 5.703
Cl -1.918 -5.370 4.546
H -3.741 -3.954 5.009
H -2.776 -3.379 3.640
C -6.545 -1.662 -3.708
Cl -5.334 -1.301 -4.954
Cl -8.183 -1.482 -4.333
H -6.406 -2.684 -3.373
H -6.406 -0.977 -2.879
C -4.040 -2.511 -8.450
Cl -4.897 -3.975 -8.938
Cl -2.543 -2.299 -9.368
H -4.682 -1.654 -8.623
H -3.796 -2.584 -7.396
*
```

=====

# 2
Formula: C29H56F6N2O12P
Source: OMol25
Level of theory: wB97M-V/def2-TZVPD

For the molecular weight, the calculation gives 769.73 g mol⁻¹. The HOMO energy is -11.8 eV. As for the orbital gap: 6.2 eV.

```
! wB97M-V def2-TZVPD RIJCOSX def2/J DEFGRID3
* xyz 1 1
C 0.887 -4.111 1.843
C 0.810 -3.066 0.600
N -0.588 -2.540 0.371
C -1.502 -3.483 -0.267
C -2.977 -3.141 -0.578
C -3.453 -1.697 -0.160
C -5.004 -1.389 -0.454
O -5.401 -1.706 -1.610
O -5.894 -0.814 0.508
P -6.272 -2.019 1.697
O -7.712 -1.899 2.232
C -2.464 -0.678 0.488
C -2.927 0.816 0.885
C -3.669 1.584 -0.341
C -3.508 3.183 -0.277
C -4.180 3.804 1.069
N -5.631 4.175 0.816
C -0.995 -1.186 0.736
C 0.049 -0.175 1.451
O -0.075 -0.095 2.705
C 1.107 0.680 0.613
F 1.781 -0.088 -0.402
F 0.338 1.651 -0.123
C 2.259 1.381 1.483
F 3.393 1.513 0.602
F 2.738 0.559 2.559
C 1.918 2.882 1.963
F 2.991 3.290 2.834
F 1.886 3.829 0.917
C 0.574 3.013 2.826
O -0.556 3.214 2.334
O 0.647 2.947 4.264
H 0.339 -3.637 2.727
H 0.415 -5.117 1.540
H 2.011 -4.245 2.078
H 1.588 -2.246 0.744
H 1.047 -3.697 -0.340
H -1.122 -4.529 -0.522
H -3.723 -3.867 -1.068
H -6.016 -3.340 1.154
H -5.407 -1.847 2.849
H -3.572 0.830 1.846
H -2.009 1.475 1.143
H -4.799 1.373 -0.189
H -3.402 1.138 -1.358
H -4.095 3.667 -1.148
H -2.418 3.511 -0.421
H -4.173 3.039 1.923
H -3.608 4.732 1.418
H -5.865 5.008 1.396
H -6.175 3.401 1.237
H 0.105 3.739 4.533
C -3.662 -3.469 -4.688
C -3.924 -4.957 -4.568
O -3.996 -5.334 -3.196
H -2.727 -3.202 -4.187
H -3.599 -3.168 -5.736
H -4.458 -2.896 -4.204
H -3.117 -5.526 -5.033
H -4.864 -5.229 -5.057
H -4.719 -4.833 -2.795
C 5.967 -0.705 2.931
C 6.989 -0.896 1.828
O 6.391 -1.545 0.711
H 5.558 -1.669 3.246
H 6.415 -0.212 3.797
H 5.126 -0.102 2.578
H 7.817 -1.517 2.177
H 7.394 0.066 1.500
H 5.667 -0.985 0.403
C 5.883 5.232 4.438
C 6.971 4.309 3.925
O 6.882 3.041 4.564
H 5.969 5.362 5.520
H 5.944 6.212 3.959
H 4.894 4.807 4.246
H 7.958 4.726 4.138
H 6.883 4.165 2.843
H 6.010 2.675 4.363
C -0.164 -2.018 -7.206
C -0.767 -3.398 -7.034
O -1.783 -3.613 -8.006
H -0.932 -1.249 -7.106
H 0.615 -1.837 -6.462
H 0.271 -1.908 -8.204
H -1.219 -3.498 -6.045
H -0.004 -4.176 -7.145
H -1.374 -3.532 -8.878
C 3.111 0.084 6.432
C 1.694 0.326 6.913
O 1.394 1.715 6.878
H 3.826 0.627 7.055
H 3.357 -0.980 6.460
H 3.239 0.448 5.408
H 1.575 -0.019 7.942
H 0.971 -0.206 6.285
H 1.492 2.011 5.963
C -0.097 2.298 -7.685
C -0.822 1.713 -6.489
O 0.015 0.779 -5.815
H 0.199 1.506 -8.379
H -0.731 3.012 -8.215
H 0.820 2.806 -7.372
H -1.725 1.189 -6.808
H -1.110 2.500 -5.784
H 0.808 1.252 -5.528
*
```

=====

Question: The highest orbital gap belongs to which entry?
Answer: C29H56Cl8N6O4PS3

=====

Question: Which of these has the highest molecular weight?
Answer: C29H56Cl8N6O4PS3

=====

Question: What is the formula in the second record?
Answer: C29H56F6N2O12P

=====

Question: Among the records above, which one has the highest orbital gap?
Answer: C29H56Cl8N6O4PS3